Formula: C19H18Br33N2O3P
Source: the OMol25 dataset
Level of theory: ωB97M-V/def2-TZVPD

Summary:
* molar mass: 2990.17 u
* 2S+1: 1
* LUMO level: -1.13 eV
* energy: -2349804.5203 eV

Last column: Mulliken charge in e.
Element x y z (Å)
1 O -0.7431 -0.9566 1.9152  -0.774
2 P -1.5919 -0.7082 0.6867  0.483
3 O -1.0492 -1.7056 -0.4396  0.151
4 O -1.3316 0.8105 0.1960  -0.269
5 C -3.3694 -0.8599 0.9822  0.536
6 C -3.9428 -1.9440 1.7683  -0.711
7 C -5.2712 -2.0183 2.0077  -0.567
8 C -6.1968 -1.0308 1.4915  0.528
9 N -7.5062 -1.1868 1.8140  -0.713
10 C -8.2157 -0.1371 1.2837  -0.486
11 C -7.6771 0.9116 0.4945  -0.231
12 N -6.4003 1.0078 0.1906  -0.551
13 C -5.6495 0.0196 0.7244  0.213
14 C -4.2344 0.0748 0.4880  -0.346
15 H -0.0854 -1.5355 -0.4791  0.042
16 H -1.6404 1.3425 0.9573  0.294
17 H -3.2897 -2.7175 2.1816  0.447
18 H -5.6760 -2.8267 2.6264  0.450
19 H -9.2919 -0.1014 1.4987  0.557
20 H -8.3601 1.6890 0.1326  0.429
21 H -3.8429 0.9221 -0.0878  0.569
22 C 0.2028 -4.5924 -2.6961  -0.160
23 Br 0.8716 -6.1773 -3.5680  -0.047
24 Br 0.3957 -4.6887 -0.7791  -0.074
25 Br 1.0028 -2.9944 -3.4295  -0.003
26 H -0.8593 -4.5402 -2.9016  0.195
27 C 4.2142 -4.0802 1.3687  -0.372
28 Br 4.1194 -5.3377 -0.0890  -0.039
29 Br 5.8654 -3.0806 1.3423  0.044
30 Br 2.6717 -2.9193 1.4230  0.126
31 H 4.2088 -4.6557 2.2853  0.330
32 C -8.6935 -3.7399 -1.0412  -0.437
33 Br -10.4200 -4.4312 -1.5876  -0.059
34 Br -7.5674 -3.3470 -2.5572  0.009
35 Br -8.8390 -2.2020 0.1440  0.174
36 H -8.2056 -4.5249 -0.4770  0.355
37 C 2.1022 1.0155 -2.6501  -0.363
38 Br 3.5352 2.2674 -2.9497  0.069
39 Br 2.5238 -0.2011 -1.2087  -0.002
40 Br 0.4156 1.9071 -2.3734  0.039
41 H 2.0012 0.4209 -3.5499  0.377
42 C -2.9853 -2.6101 -5.1285  -0.407
43 Br -1.9964 -4.0012 -6.0294  -0.033
44 Br -4.8411 -3.0863 -4.8992  -0.032
45 Br -2.1541 -2.1268 -3.4574  0.069
46 H -2.9573 -1.7348 -5.7644  0.399
47 C 1.2703 4.7498 -5.5563  -0.183
48 Br 1.9875 6.3097 -6.4347  -0.036
49 Br -0.6437 4.8610 -5.3469  -0.018
50 Br 1.7977 3.1234 -6.4468  -0.009
51 H 1.6980 4.7189 -4.5615  0.214
52 C 7.3365 -0.0319 3.1010  0.002
53 Br 6.8613 1.6605 2.3139  0.037
54 Br 8.7491 -0.9043 2.1200  -0.055
55 Br 7.7594 0.1409 4.9734  -0.049
56 H 6.4633 -0.6702 3.0334  0.027
57 C 4.4631 -1.4303 6.5652  -0.237
58 Br 3.8510 0.1943 5.7301  0.009
59 Br 3.8783 -1.5584 8.3978  -0.027
60 Br 3.9621 -2.9892 5.5418  0.004
61 H 5.5452 -1.3928 6.5774  0.229
62 C 7.1925 3.5133 -1.7290  -0.003
63 Br 6.7112 1.6800 -1.3887  -0.038
64 Br 9.0103 3.6714 -2.3481  -0.013
65 Br 5.9477 4.3816 -2.9343  -0.096
66 H 7.1313 4.0405 -0.7848  0.064
67 C 6.8446 7.8442 -0.6205  -0.084
68 Br 8.2803 9.0973 -0.9101  0.001
69 Br 7.2457 6.6201 0.8184  -0.013
70 Br 5.1575 8.7357 -0.3476  0.001
71 H 6.7502 7.2531 -1.5231  0.103
72 C -2.7966 1.4677 4.2915  -0.433
73 Br -1.8323 0.0646 3.2792  0.244
74 Br -4.6554 0.9960 4.6138  -0.101
75 Br -1.8850 1.9367 5.9341  -0.099
76 H -2.8067 2.3597 3.6747  0.353

=====

Formula: C36H38Cl5KN2O2S2
Source: the OMol25 dataset
Level of theory: ωB97M-V/def2-TZVPD

Summary:
* molar mass: 811.21 u
* 2S+1: 1
* total charge: -2
* energy above the lowest of the compared OMol25 structures with the same formula, charge and spin: 0.975 eV
* LUMO level: 3.69 eV
* energy: -145628.6440 eV

Last column: Mulliken charge in e.
Element x y z (Å)
1 K 1.4450 -0.2793 0.1371  1.159
2 Cl 4.5179 -3.7044 0.9210  -0.252
3 C 3.8498 -3.4809 -0.6895  0.383
4 C 3.0255 -2.3863 -0.9068  -1.002
5 C 2.5911 -2.2882 -2.2228  0.882
6 Cl 1.5626 -0.9434 -2.6508  0.028
7 C 2.9209 -3.1777 -3.2427  -0.493
8 Cl 2.3560 -2.9553 -4.8718  -0.231
9 C 3.7234 -4.2746 -2.9467  0.641
10 Cl 4.1331 -5.4228 -4.1779  -0.246
11 C 4.1979 -4.4314 -1.6480  -0.612
12 Cl 5.1981 -5.8026 -1.2713  -0.231
13 O 3.4348 0.8364 -0.0082  -0.574
14 S 4.3205 0.9266 1.1839  0.004
15 C 3.5601 2.1803 2.2869  0.060
16 C 3.4684 1.5661 3.6723  -1.040
17 C 3.0127 0.1270 3.4477  0.638
18 C 3.9351 -0.4271 2.3725  -0.056
19 H 2.5756 2.3690 1.8575  -0.295
20 H 4.1503 3.0948 2.2383  0.469
21 H 2.7704 2.1203 4.3016  0.331
22 H 4.4563 1.5777 4.1520  0.393
23 H 1.9620 0.0941 3.1032  -0.827
24 H 3.0800 -0.4688 4.3614  0.497
25 H 3.5212 -1.2751 1.8262  -0.336
26 H 4.9117 -0.7050 2.7793  0.541
27 C 2.6154 3.1634 -2.1877  -0.180
28 C 2.4867 3.8724 -0.9344  0.508
29 N 2.4206 4.4529 0.0554  -0.548
30 H 3.0002 2.1615 -1.9928  0.025
31 H 3.2981 3.7015 -2.8455  0.367
32 H 1.6519 3.0704 -2.6843  -0.099
33 O -0.1918 2.4295 -3.7254  -0.873
34 S -1.1684 1.9801 -2.6926  0.885
35 C -2.7838 2.4211 -3.3473  0.227
36 C -2.9676 2.5315 -4.7201  -0.407
37 C -4.2318 2.7628 -5.2251  -0.710
38 C -5.3206 2.8845 -4.3659  -0.388
39 C -5.1262 2.7795 -2.9936  -0.680
40 C -3.8626 2.5477 -2.4800  -0.057
41 C -1.4484 0.2255 -2.9256  0.717
42 C -1.9657 -0.4856 -1.8483  -0.299
43 C -2.2568 -1.8294 -2.0005  -0.410
44 C -2.0422 -2.4558 -3.2218  -0.598
45 C -1.5224 -1.7325 -4.2905  -0.445
46 C -1.2236 -0.3913 -4.1469  -0.450
47 H -2.1001 2.4459 -5.3633  0.345
48 H -4.3797 2.8540 -6.2944  0.363
49 H -6.3125 3.0642 -4.7597  0.363
50 H -5.9726 2.8839 -2.3264  0.408
51 H -3.6973 2.4635 -1.4110  0.339
52 H -2.1202 0.0136 -0.8960  0.178
53 H -2.6390 -2.3910 -1.1581  0.342
54 H -2.2558 -3.5100 -3.3401  0.395
55 H -1.3320 -2.2284 -5.2341  0.396
56 H -0.7867 0.1783 -4.9584  0.345
57 C 0.6499 -3.1412 3.0508  -1.437
58 C -0.8170 -2.9643 2.6406  0.455
59 C -0.9748 -2.9917 1.1126  -1.281
60 C -1.4426 -1.7000 3.2034  0.371
61 C -2.5308 -1.8156 4.0410  -0.578
62 C -3.2548 -0.7114 4.5098  -1.170
63 C -2.8935 0.5462 4.0125  -0.562
64 C -1.8194 0.7388 3.1698  0.195
65 C -1.5899 2.1229 2.5887  0.207
66 C -1.6626 2.0790 1.0553  -0.862
67 C -0.2581 2.7305 3.0463  -1.143
68 C -0.9209 -0.3770 2.7851  0.236
69 N 0.1803 -0.2175 2.1132  -0.264
70 H 1.1032 -4.0202 2.5736  0.414
71 H 0.7261 -3.2566 4.1369  0.383
72 H 1.1914 -2.2435 2.7529  -0.025
73 H -1.3770 -3.8222 3.0398  0.459
74 H -0.5264 -2.0909 0.6796  -0.179
75 H -2.0398 -2.9921 0.8589  0.402
76 H -0.5011 -3.8784 0.6744  0.323
77 H -2.8506 -2.8164 4.3419  0.228
78 H -4.0960 -0.8317 5.1859  0.266
79 H -3.4966 1.4152 4.2889  0.224
80 H -2.4021 2.7740 2.9415  0.543
81 H -0.8907 1.3931 0.6836  -0.394
82 H -1.5120 3.0705 0.6073  0.426
83 H -2.6432 1.6963 0.7462  0.345
84 H 0.5113 1.9920 2.8146  -0.342
85 H -0.2700 2.9065 4.1268  0.421
86 H -0.0375 3.6730 2.5277  0.448

=====

Formula: C4H9N2O
Source: the OMol25 dataset
Level of theory: ωB97M-V/def2-TZVPD

Summary:
* molar mass: 101.13 u
* 2S+1: 1
* SMILES: CC/N=C/OC=[NH2+]
* total charge: +1
* energy above the lowest of the compared OMol25 structures with the same formula, charge and spin: 2.947 eV
* LUMO level: -4.30 eV
* energy: -9313.0684 eV

Last column: Mulliken charge in e.
Element x y z (Å)
1 C 0.1532 0.7635 2.0466  0.308
2 C -0.7064 -0.9085 0.7406  0.088
3 C 0.2153 -0.0816 -2.6020  -0.973
4 C 0.1844 -1.1602 -1.5235  -0.531
5 N -0.0050 -0.5096 -0.2455  -0.372
6 N 0.0663 1.8084 2.8027  -0.221
7 O -0.8100 -0.0396 1.8249  -0.315
8 H 1.2349 0.5119 1.5762  0.330
9 H -1.4521 -1.6404 0.9809  0.437
10 H -0.0301 -0.5911 -3.5968  0.308
11 H -0.4890 0.6331 -2.3659  0.347
12 H 1.2602 0.3988 -2.7589  0.246
13 H -0.5331 -1.9324 -1.8248  0.354
14 H 0.9719 -1.7934 -1.4225  0.438
15 H 0.7350 2.5604 3.0983  0.282
16 H -0.7954 1.9805 3.2696  0.275

=====

Formula: C31H30CuN4O4S2
Source: the OMol25 dataset
Level of theory: ωB97M-V/def2-TZVPD

Summary:
* molar mass: 650.28 u
* 2S+1: 2
* energy above the lowest of the compared OMol25 structures with the same formula, charge and spin: 0.000 eV
* LUMO level (spin up / spin down): -0.91 / -0.90 eV
* ⟨S²⟩: 0.754
* energy: -113095.5142 eV

Last column: Löwdin spin population.
Element x y z (Å)
1 Cu 0.5411 -1.5291 -0.1751  0.654
2 C -0.4447 0.1399 3.6830  0.004
3 C -0.5280 -0.6332 2.3943  0.002
4 N 0.4465 -0.5799 1.5426  0.078
5 N 1.5082 0.2452 1.8976  0.006
6 C 2.4208 0.3489 1.0016  0.013
7 S 2.5129 -0.4953 -0.5190  0.105
8 S 3.7526 1.4728 1.2310  0.006
9 C 3.2997 2.3074 2.7830  0.003
10 C 4.0067 1.7715 3.9960  0.000
11 C 4.9815 2.5270 4.6362  0.000
12 C 5.6382 2.0358 5.7573  0.000
13 C 5.3247 0.7789 6.2492  0.000
14 C 4.3537 0.0151 5.6129  0.000
15 C 3.7013 0.5060 4.4943  0.000
16 C -1.7403 -1.4094 2.1143  0.002
17 C -2.9083 -1.1064 2.8422  -0.001
18 C -4.0991 -1.7641 2.6442  0.002
19 C -4.1466 -2.7981 1.7040  -0.001
20 C -3.0313 -3.1249 0.9757  0.005
21 C -1.8053 -2.4316 1.1251  0.003
22 O -0.8201 -2.7709 0.3494  0.067
23 H 0.5868 0.2162 4.0087  0.000
24 H -1.0392 -0.3302 4.4603  0.000
25 H -0.8081 1.1596 3.5309  0.000
26 H 2.2193 2.1993 2.8672  0.000
27 H 3.5356 3.3610 2.6363  0.000
28 H 5.2279 3.5119 4.2560  0.000
29 H 6.3948 2.6372 6.2450  0.000
30 H 5.8350 0.3935 7.1225  0.000
31 H 4.1063 -0.9693 5.9901  0.000
32 H 2.9560 -0.0918 3.9844  0.000
33 H -2.8815 -0.3068 3.5695  0.000
34 H -4.9771 -1.4894 3.2122  0.000
35 H -5.0700 -3.3417 1.5435  0.000
36 H -3.0517 -3.9185 0.2393  0.000
37 O -5.6373 3.9701 -2.5427  0.000
38 C -5.0034 3.5483 -1.4231  0.000
39 O -5.2108 4.0898 -0.3759  0.000
40 C -4.0255 2.4271 -1.5887  0.000
41 C -3.7341 1.6520 -0.4664  0.000
42 C -2.8108 0.6287 -0.5412  0.000
43 C -2.1749 0.3621 -1.7519  0.000
44 C -2.4531 1.1327 -2.8747  0.000
45 C -3.3773 2.1637 -2.7892  0.000
46 N -1.2046 -0.6607 -1.7960  -0.003
47 C -1.3033 -1.5580 -2.6792  0.000
48 C -0.2738 -2.6083 -2.8210  0.003
49 C -0.3137 -3.4798 -3.8950  0.002
50 C 0.6946 -4.4248 -4.0277  -0.002
51 C 1.7040 -4.4594 -3.0852  0.002
52 C 1.6662 -3.5518 -2.0346  0.002
53 N 0.6978 -2.6546 -1.9052  0.050
54 H -5.4551 3.3675 -3.2728  0.000
55 H -4.2383 1.8735 0.4648  0.000
56 H -2.5790 0.0211 0.3240  0.000
57 H -1.9123 0.9545 -3.7953  0.000
58 H -3.5464 2.7847 -3.6617  0.000
59 H -2.1406 -1.5971 -3.3820  0.000
60 H -1.1200 -3.4130 -4.6130  0.000
61 H 0.6898 -5.1185 -4.8577  0.000
62 H 2.5122 -5.1737 -3.1490  0.000
63 H 2.4337 -3.5345 -1.2708  0.000
64 C 0.8962 4.2358 -1.0918  0.000
65 C 0.6658 2.7462 -1.2528  0.000
66 O 0.0593 2.1667 -0.1033  0.000
67 H 1.3969 4.6462 -1.9707  0.000
68 H 1.5182 4.4294 -0.2174  0.000
69 H -0.0507 4.7679 -0.9677  0.000
70 H 1.6116 2.2182 -1.3734  0.000
71 H 0.0569 2.5469 -2.1436  0.000
72 H -0.7752 2.6195 0.0602  0.000

=====

Formula: C15H48O9
Source: the OMol25 dataset
Level of theory: ωB97M-V/def2-TZVPD

Summary:
* molar mass: 372.54 u
* 2S+1: 1
* SMILES: CC(C)O.CCO.CCO.CCO.CCO.CCO.CCO.O.O
* energy above the lowest of the compared OMol25 structures with the same formula, charge and spin: 1.642 eV
* LUMO level: 0.28 eV
* energy: -34760.3382 eV

Last column: Mulliken charge in e.
Element x y z (Å)
1 C 1.2886 -0.4410 -0.9822  -0.602
2 C -0.1736 -0.5216 -0.5629  0.423
3 O -0.5083 -1.8488 -0.2104  -0.508
4 H 1.4519 -1.1483 -1.7967  0.057
5 H 1.9362 -0.6446 -0.1331  0.112
6 H 1.4857 0.5616 -1.3640  0.077
7 H -0.8007 -0.2242 -1.4163  0.248
8 H -0.3933 0.1425 0.2773  -0.286
9 H -1.4414 -1.8265 0.1060  0.341
10 C 2.9750 4.2589 0.0334  -0.718
11 C 2.8323 3.8993 -1.4271  0.007
12 O 2.1106 4.8583 -2.1699  -0.602
13 H 2.0084 4.4975 0.4822  0.066
14 H 3.6224 5.1236 0.1653  0.326
15 H 3.3891 3.4046 0.5821  0.249
16 H 2.3823 2.9040 -1.5427  -0.113
17 H 3.8205 3.8577 -1.8876  0.369
18 H 1.1676 4.7844 -1.9343  0.416
19 C 2.7534 1.0862 4.3863  -1.246
20 C 2.3674 0.1020 3.3195  0.273
21 O 3.5506 -0.4889 2.8071  -0.533
22 H 3.4520 0.6166 5.0799  0.326
23 H 1.8924 1.3976 4.9883  0.345
24 H 3.2091 1.9822 3.9667  0.265
25 H 1.8374 0.6127 2.5076  0.002
26 H 1.7205 -0.6766 3.7454  0.292
27 H 3.3625 -1.3819 2.4516  0.330
28 C 2.5407 -1.4268 -6.3744  -1.186
29 C 2.7212 -1.7511 -4.9119  0.119
30 O 2.3062 -3.1015 -4.6960  -0.521
31 H 3.2397 -2.0347 -6.9580  0.280
32 H 2.8072 -0.3923 -6.5907  0.352
33 H 1.5355 -1.6579 -6.7216  0.326
34 H 2.1357 -1.0701 -4.2834  0.124
35 H 3.7857 -1.6113 -4.6802  0.232
36 H 2.3173 -3.2699 -3.7492  0.280
37 C -0.8552 3.3112 0.9252  -0.810
38 C -0.7760 3.1021 -0.5866  0.308
39 O -0.5715 4.3343 -1.2715  -0.558
40 H -0.8315 2.3333 1.4186  0.023
41 H -1.8146 3.7532 1.2061  0.299
42 H -0.0471 3.9152 1.3312  0.305
43 H -1.7385 2.6562 -0.8541  0.436
44 H 0.0340 2.4102 -0.8208  -0.248
45 H -1.3078 4.5240 -1.8563  0.295
46 C -2.4623 0.3889 3.1381  -0.918
47 C -3.3026 -0.4740 4.0046  -0.405
48 O -3.6090 -1.6787 3.2855  -0.502
49 H -2.9772 0.5870 2.1969  0.260
50 H -1.4765 -0.0339 2.9463  0.219
51 H -2.2900 1.3440 3.6422  0.470
52 H -4.2169 0.0314 4.3266  0.285
53 H -2.7554 -0.7401 4.9178  0.329
54 H -3.9194 -2.3636 3.8819  0.257
55 O 3.2563 -3.0532 1.6584  -0.649
56 H 2.4166 -3.4113 1.2744  0.383
57 H 3.9408 -3.6410 1.3267  0.256
58 O 1.0106 -4.1158 0.1795  -0.728
59 H 0.4468 -3.3146 -0.0333  0.521
60 H 1.3554 -4.4099 -0.6704  0.299
61 C -5.5112 -1.8044 -0.0071  -1.341
62 C -4.0961 -2.3338 -0.2601  0.582
63 C -3.6868 -2.0940 -1.7157  -1.391
64 O -3.1374 -1.6116 0.5536  -0.396
65 H -6.1977 -2.0517 -0.8229  0.410
66 H -5.4938 -0.7129 0.0421  0.293
67 H -5.9572 -2.1885 0.9130  0.322
68 H -4.0518 -3.4148 -0.0740  0.262
69 H -4.4341 -2.4738 -2.4103  0.451
70 H -2.7306 -2.5740 -1.9279  0.286
71 H -3.5771 -1.0185 -1.8751  0.263
72 H -3.3231 -1.7485 1.5115  0.213

=====

Formula: C6H13NiO4
Source: the OMol25 dataset
Level of theory: ωB97M-V/def2-TZVPD

Summary:
* molar mass: 207.86 u
* 2S+1: 4
* energy above the lowest of the compared OMol25 structures with the same formula, charge and spin: 0.000 eV
* LUMO level (spin up / spin down): 0.62 / 0.45 eV
* ⟨S²⟩: 3.753
* energy: -55661.0988 eV

Last column: Löwdin spin population.
Element x y z (Å)
1 C -0.1836 -2.6529 -1.5152  0.000
2 O -0.8583 -2.3577 -0.3206  0.001
3 H 0.2704 -3.6517 -1.4199  0.000
4 H -0.8617 -2.6511 -2.3870  0.000
5 H 0.6120 -1.9104 -1.7113  0.000
6 O 1.9375 1.7270 0.9998  0.125
7 C 2.0714 0.8997 1.8920  0.018
8 C 0.8979 0.4297 2.6915  0.021
9 O -0.2857 0.9408 2.2369  0.179
10 C -0.6607 -0.9613 0.3061  0.003
11 C -1.2815 0.1227 -0.5526  0.017
12 O -0.4042 1.2438 -0.6747  0.154
13 C -0.4390 1.8358 -1.9668  0.048
14 Ni -0.0551 2.3458 0.9686  2.382
15 H 3.0626 0.4482 2.0881  0.003
16 H 1.1415 0.6488 3.7557  0.002
17 H 0.9354 -0.6839 2.6287  0.002
18 H -1.2965 -1.0848 1.1949  0.001
19 H 0.4399 -0.8459 0.3178  0.001
20 H -2.2282 0.4620 -0.1014  0.007
21 H -1.4887 -0.2762 -1.5584  0.002
22 H 0.2086 2.7173 -1.9426  0.026
23 H -0.0689 1.1136 -2.7095  0.002
24 H -1.4652 2.1409 -2.2202  0.005

=====

Question: What is the formula in the third record?
Answer: C4H9N2O